Molecular formula: C3H4N4P2
Method: DFT, ωB97M-V with the def2-TZVPD basis set

Geometry as XYZ:
```
13
Properties=species:S:1:pos:R:3:forces:R:3:mulliken_charge:R:1
C 0.714 -0.995 -0.502 0.774 2.801 0.128 -0.093
C 2.033 -0.688 -0.245 -0.694 1.260 0.368 -0.574
C 0.024 0.176 -0.489 2.588 4.640 2.146 0.046
N 1.052 1.398 -0.039 -4.257 -5.128 -2.544 -0.756
N -2.370 -0.949 -0.544 -1.351 -0.031 -0.281 -0.425
N 2.129 0.667 -0.001 0.216 -1.025 0.436 0.322
N -2.333 0.896 0.815 -0.748 -0.017 1.027 -0.273
P -3.302 -0.511 0.701 1.920 0.383 -0.550 0.177
P -1.660 0.601 -0.750 -0.564 -0.256 -0.188 0.092
H 0.310 -1.921 -0.684 -0.730 -1.924 -0.436 0.550
H 2.698 -1.491 -0.175 1.914 -0.080 0.284 0.430
H 2.858 1.250 0.363 1.170 -0.721 -0.044 0.249
H -2.152 1.567 1.550 -0.238 0.099 -0.347 0.255
```
Forces are in eV/Å.

Its gap between HOMO and LUMO is 8.43 eV. As for the net charge: 0. Its HOMO energy is -0.30485 Eh. As for the SMILES: c1cc([P@@]23=P(=N2)N3)n[nH]1. Its multiplicity is 1. The calculation puts the maximum force at 7.134 eV Å⁻¹. The total energy comes out at -1018.366856 Eh.